1.
Density functional theory data (wB97M-V/def2-TZVPD) for a cluster of 19 separate species, H38O19 in total in a non-equilibrium geometry.

The geometry in XYZ format:
```
57
Properties=species:S:1:pos:R:3:forces:R:3
O -4.068 3.299 0.820 -0.2 0.3 -0.2
H -4.254 2.520 1.371 0.7 0.8 0.1
H -3.276 3.819 1.070 -0.8 -1.1 0.1
O -3.314 -0.156 -1.495 -0.4 0.5 -1.2
H -2.871 -1.000 -1.651 -0.3 0.1 0.8
H -3.656 -0.090 -0.601 0.4 -0.7 0.0
O -3.266 -3.072 1.411 -0.3 -0.5 0.0
H -2.501 -3.457 1.866 -0.6 0.1 0.4
H -3.854 -2.587 2.001 0.3 -0.5 0.4
O 1.139 -1.748 -4.371 0.0 0.3 0.2
H 0.712 -0.908 -4.167 -0.1 -0.1 -0.1
H 1.882 -1.751 -3.757 0.3 -0.1 -0.1
O -0.978 4.015 1.203 -0.3 0.8 -0.2
H -0.101 4.051 1.618 -0.7 0.2 0.3
H -1.661 4.319 1.825 1.1 -0.1 0.1
O 4.491 0.530 -1.020 1.1 -1.3 -0.2
H 5.007 0.975 -1.693 0.2 0.1 -0.2
H 3.826 1.148 -0.814 -1.3 1.4 0.5
O 1.280 -2.058 -1.027 -1.9 -0.7 -1.6
H 0.314 -2.339 -1.167 1.5 0.5 0.6
H 1.656 -2.616 -1.744 -0.4 0.1 0.7
O -2.723 2.523 -1.449 -0.8 -0.2 -0.5
H -3.437 2.719 -0.815 0.5 0.4 0.2
H -3.193 1.882 -2.020 0.8 0.0 0.2
O -0.728 1.484 1.785 -0.5 0.0 0.3
H -1.304 1.489 0.988 0.4 -0.1 1.2
H 0.123 1.556 1.324 -0.8 -0.4 -0.4
O 3.178 3.295 -0.857 0.5 0.3 0.3
H 2.620 3.339 -1.630 -0.7 -0.2 -0.3
H 3.337 4.230 -0.670 0.1 -0.3 0.2
O -1.101 -3.612 -1.878 1.4 0.9 -0.5
H -1.379 -4.330 -2.433 -0.5 -0.4 0.0
H -1.703 -3.392 -1.185 -1.0 -0.1 0.7
O -0.267 -1.858 4.050 -0.1 4.5 0.6
H -0.376 -1.817 5.012 0.0 -0.9 0.0
H -0.231 -0.791 3.983 0.1 -3.5 -0.8
O -0.447 0.977 -0.534 0.1 -2.2 1.4
H -0.951 1.689 -0.885 -0.5 0.5 -1.7
H 0.184 0.543 -1.085 0.4 0.2 -1.1
O 1.797 1.370 2.934 0.7 0.1 0.6
H 2.404 0.885 2.359 -0.6 0.2 -0.1
H 1.000 1.622 2.468 0.3 -0.3 0.3
O 2.074 -1.761 1.553 -0.9 -0.5 0.5
H 2.697 -1.436 2.186 0.7 0.4 0.2
H 2.243 -1.492 0.656 0.4 0.2 -0.4
O 3.815 -2.235 -1.923 1.0 -0.7 -0.9
H 4.681 -2.023 -1.518 -1.4 0.2 0.0
H 3.042 -1.940 -1.444 0.9 0.7 0.8
O -1.787 -1.522 0.296 -0.5 -2.0 -0.7
H -1.330 -0.735 0.071 0.7 1.6 0.8
H -2.147 -1.764 1.173 0.7 1.1 -0.8
O 1.148 -4.305 0.896 2.2 0.3 1.5
H 0.673 -3.482 0.993 -0.5 0.4 -0.2
H 1.980 -3.987 1.396 -1.8 -1.0 -1.3
O 0.220 3.313 -1.251 1.2 0.7 -2.1
H -0.096 3.240 -0.370 -0.8 0.3 0.9
H -0.524 3.432 -1.854 -0.2 0.2 0.5
```
Forces are in eV/Å.

## Properties
- spin multiplicity = 1
- LUMO energy (Ha) = -0.012
- E_HOMO (eV) = -10.0698
- maximum force (eV Å⁻¹) = 4.49


2.
Density functional theory data (wB97M-V/def2-TZVPD) for a cluster of 19 separate species, H38O19 in total in a non-equilibrium geometry.

The geometry in XYZ format:
```
57
Properties=species:S:1:pos:R:3:forces:R:3
O 4.327 3.013 0.983 0.8 0.3 -0.8
H 3.598 3.632 0.905 -0.2 -0.2 0.6
H 4.273 2.427 1.736 -0.5 0.2 0.1
O 2.018 1.853 -2.389 1.2 -0.4 -0.6
H 1.192 1.598 -2.807 -0.3 0.5 0.4
H 1.899 2.610 -1.816 -0.7 0.0 -0.1
O -1.461 4.144 -1.772 0.0 0.1 -0.4
H -2.290 3.865 -1.367 0.0 0.6 0.2
H -1.017 4.824 -1.259 -0.6 0.2 0.2
O -0.302 -2.964 -3.794 0.0 0.0 0.3
H 0.502 -2.692 -3.338 0.1 0.1 -0.2
H -0.879 -3.217 -3.062 -0.1 -0.2 -0.1
O 3.290 0.598 2.875 0.7 -0.4 -0.3
H 2.755 0.128 3.521 0.1 0.4 0.3
H 3.618 1.415 3.254 -0.4 -0.2 0.6
O -1.284 -4.277 1.234 -0.6 -0.2 -0.2
H -0.929 -5.167 1.173 0.0 -0.1 0.0
H -0.533 -3.757 1.498 0.6 0.3 0.4
O -1.821 -1.121 -1.424 0.6 -0.2 -0.9
H -1.552 -0.394 -2.015 0.0 0.3 0.3
H -2.185 -1.694 -2.116 -0.2 0.2 0.0
O 3.876 0.822 -0.634 0.4 0.4 -0.3
H 4.143 1.705 -0.316 0.0 -0.4 0.5
H 3.788 1.014 -1.581 -0.5 -0.5 0.0
O 0.893 1.289 1.963 0.1 0.8 0.1
H 1.460 1.304 1.167 -0.6 0.4 0.7
H 0.721 0.342 1.969 0.0 0.0 -0.7
O 1.496 -3.746 2.434 0.1 -0.2 0.1
H 2.087 -3.740 1.676 0.1 0.4 -0.2
H 2.091 -3.976 3.156 -0.2 0.0 0.1
O -1.644 0.622 -3.768 0.2 -1.3 0.4
H -1.883 0.697 -4.689 0.0 0.4 -0.1
H -1.443 1.450 -3.349 0.0 0.9 0.0
O -2.744 2.927 1.887 0.6 0.5 1.2
H -3.004 3.550 2.584 -0.8 0.2 -0.5
H -1.962 2.633 2.378 0.3 -0.8 -0.8
O 1.213 -0.148 0.033 -1.7 0.9 -0.2
H 2.164 -0.096 -0.020 0.6 -0.7 -1.1
H 0.771 -0.876 -0.393 0.6 -0.6 -0.4
O -0.831 -0.082 3.727 -0.1 0.0 0.7
H -1.281 -0.782 3.248 0.3 0.1 -0.3
H -0.084 0.245 3.217 -0.6 0.0 0.2
O -2.889 -0.362 0.963 -0.1 0.8 -0.1
H -3.151 -0.579 1.853 0.1 -0.5 0.2
H -2.427 -1.067 0.503 -0.1 -0.2 0.1
O -2.845 -3.636 -1.244 -0.2 -0.4 -1.5
H -3.217 -4.130 -0.515 0.4 0.4 0.5
H -2.414 -2.815 -1.003 -0.2 -0.5 1.2
O -0.465 1.923 -1.245 -0.8 0.0 -1.6
H 0.040 1.253 -0.795 0.2 0.1 1.4
H -0.812 2.747 -0.852 0.7 -1.1 0.2
O -4.273 0.578 -1.285 -0.1 0.2 0.3
H -3.412 0.834 -0.939 0.3 0.1 -0.3
H -4.576 0.151 -0.477 -0.4 -0.2 -0.1
O 3.072 -1.615 1.074 0.3 -1.5 -0.2
H 2.837 -0.841 1.580 0.5 0.4 0.1
H 3.743 -1.380 0.424 0.1 0.4 0.3
```
Forces are in eV/Å.

## Properties
- spin multiplicity = 1
- LUMO energy (Ha) = -0.011
- E_HOMO (eV) = -10.1665
- maximum force (eV Å⁻¹) = 1.91


3.
Density functional theory data (wB97M-V/def2-TZVPD) for a cluster of 2 separate species, H3INO3P in total in a non-equilibrium geometry.

The geometry in XYZ format:
```
9
Properties=species:S:1:pos:R:3:forces:R:3
P 1.076 1.207 0.123 1.0 -0.9 -0.3
I -1.120 1.843 0.239 -0.7 0.4 0.0
H 1.907 2.225 -0.386 -0.2 0.1 0.3
H 1.596 0.874 1.386 -0.1 0.2 -0.2
H 1.187 0.057 -0.689 0.0 0.2 0.0
N -1.183 -1.570 -0.170 -0.4 0.1 0.0
O -1.834 -1.155 -1.136 0.2 0.0 0.0
O -1.681 -2.262 0.709 0.2 0.1 -0.1
O 0.052 -1.219 -0.075 0.2 -0.1 0.3
```
Forces are in eV/Å.

## Properties
- spin multiplicity = 1
- LUMO energy (Ha) = -0.051
- E_HOMO (eV) = -8.5866
- maximum force (eV Å⁻¹) = 1.37